# 1
7 unconnected molecules or ions with the total composition C33H64F2N9O8 in a non-equilibrium geometry. Source: the OMol25 dataset; level of theory: ωB97M-V/def2-TZVPD.

Last column: Löwdin charge in e.
Element x y z (Å)
H 3.467 -4.445 1.257  0.06
H -7.515 3.640 1.278  0.07
H 0.642 -0.171 2.297  0.14
C -2.705 5.020 -1.822  -0.08
C -4.078 -1.801 0.403  -0.01
C 0.218 -0.357 1.312  -0.07
H -12.591 4.261 2.866  0.08
N 3.675 -0.354 -3.689  0.02
C 6.886 -2.064 -2.094  -0.02
C -0.685 3.734 -1.041  -0.54
N -10.016 3.607 3.652  0.00
H -0.653 0.284 1.203  0.11
H -4.562 -2.375 -0.388  0.09
H -2.816 5.316 -2.868  0.08
C 4.683 -0.293 -4.733  -0.06
O 1.838 0.278 -2.569  0.02
H 4.448 0.501 -5.433  0.08
H 2.237 -2.530 0.354  0.09
H -6.226 6.759 -0.216  0.14
H -12.662 2.830 3.907  0.09
C 0.120 -3.744 2.377  -0.03
C 2.338 1.515 -4.548  0.00
H -0.895 -5.452 1.615  0.12
H -8.387 6.254 -1.380  0.08
H 4.726 -1.235 -5.281  0.09
O -2.503 -3.929 -1.571  0.18
H -1.859 -1.926 -1.487  0.13
H -3.238 4.091 -1.664  0.06
C -10.374 4.448 4.778  -0.08
H 9.591 -2.279 4.111  0.09
H -9.935 5.441 4.677  0.08
H -4.863 -1.234 0.908  0.10
H -6.018 2.801 0.839  0.08
H -3.160 5.775 -1.187  0.07
C 4.122 -3.855 1.903  -0.10
C -10.842 2.999 2.758  -0.56
H 4.041 -4.274 2.910  0.07
C -1.713 -1.357 -0.572  -0.03
H 3.786 -1.048 -2.967  0.13
C 7.813 -1.089 1.693  -0.53
N -2.970 -5.466 0.069  0.17
C -6.742 3.543 0.516  0.00
C -8.188 5.962 -0.348  -0.07
H 10.564 -2.484 2.648  0.09
H -9.039 3.423 3.491  0.13
C -12.329 3.205 2.938  -0.01
H -0.687 5.646 -1.583  0.14
O -10.393 2.316 1.852  0.02
H -3.781 -5.607 -0.536  0.17
C -1.548 2.507 -0.834  -0.01
C -2.290 -4.332 -0.474  -0.39
C -1.082 -2.270 0.439  -0.06
H 8.330 0.647 2.864  0.09
H 7.623 0.974 1.271  0.09
C -2.185 -6.666 0.034  -0.52
H -2.008 2.187 -1.771  0.09
F -2.496 -7.436 1.091  0.14
H 5.668 -0.094 -4.306  0.06
H 9.708 -4.187 -3.225  0.08
C 8.699 -3.910 -3.535  -0.08
O 7.848 -0.396 -3.510  0.02
H 9.306 0.439 1.401  0.09
C 9.745 -1.918 3.094  -0.07
C -1.345 -3.659 0.501  -0.02
N -6.759 5.913 -0.095  0.01
H -0.902 1.722 -0.465  0.04
H 10.038 -0.875 3.141  0.07
H 6.181 -2.797 -2.493  0.08
H -3.526 -0.405 -1.106  0.15
H 8.448 -4.484 -4.429  0.08
O -4.812 4.956 0.485  0.01
C -0.734 -4.392 1.482  0.08
C 2.583 0.430 -3.530  -0.53
H -12.839 2.658 2.152  0.08
C 3.100 -1.899 0.608  -0.22
H -8.671 6.685 0.311  0.08
C -6.017 4.851 0.305  -0.54
C 2.710 -0.405 0.620  -0.17
H 2.198 1.094 -5.545  0.09
H 1.444 2.054 -4.253  0.08
N 8.533 -2.061 2.309  0.01
H 5.159 -4.000 1.597  0.06
H -11.452 4.556 4.836  0.07
H 7.437 -2.518 -1.272  0.07
H -1.052 -0.533 -0.828  0.11
H 6.337 -1.213 -1.703  0.07
C -3.097 -0.809 -0.186  -0.33
F -2.953 0.254 0.705  -0.02
H -3.640 -2.468 1.149  0.08
O -1.374 -6.964 -0.757  0.23
H 8.155 -2.987 2.186  0.14
H 2.904 -0.007 1.621  0.12
N -1.300 4.852 -1.491  0.02
C 1.263 -0.143 0.209  -0.19
H 3.125 -2.135 2.773  0.09
C 7.812 -1.569 -3.182  -0.55
H 3.175 2.213 -4.580  0.09
H 1.172 0.865 -0.196  0.10
H -2.334 2.706 -0.106  0.09
C 8.305 0.332 1.820  0.00
H 0.620 -4.277 3.174  0.14
C 3.751 -2.367 1.905  -0.28
H -8.635 4.989 -0.174  0.07
H -10.023 4.012 5.715  0.08
H 4.667 -1.779 2.006  0.08
N 0.351 -2.463 2.312  0.17
H 9.201 -2.095 -4.508  0.14
O 0.511 3.712 -0.791  0.03
N -0.233 -1.767 1.350  0.00
H 1.044 -0.831 -0.612  0.09
H -7.216 3.203 -0.405  0.09
H 3.336 0.139 -0.086  0.11
H 8.011 -4.189 -2.745  0.07
N 8.609 -2.487 -3.793  0.01
O 6.806 -1.365 1.056  0.01
H 3.841 -2.072 -0.179  0.11

**HOMO**: -10.7 eV
**Total energy**: -70481.2224 eV
**Total charge**: +1
**Orbital gap**: 6.37 eV



# 2
A molecular structure, C4H8O2 in a non-equilibrium geometry. Source: the OMol25 dataset; level of theory: ωB97M-V/def2-TZVPD.

Last column: natural (NBO) charge in e.
Element x y z (Å)
O -0.615 1.139 0.352  -0.49
H -2.374 0.396 -0.175  0.20
H -1.141 0.296 -1.447  0.17
H 2.470 -0.058 0.209  0.25
C -0.928 -1.249 0.152  -0.09
H 0.934 1.262 1.572  0.19
O 0.355 -1.180 0.640  -0.64
H -1.624 -1.548 0.948  0.15
C 1.647 0.478 -0.286  -0.66
H -1.097 -1.942 -0.699  0.17
H 1.322 -0.036 -1.198  0.23
C 0.589 0.687 0.687  0.43
C -1.340 0.158 -0.386  -0.10
H 1.841 1.567 -0.414  0.20

**HOMO**: -9.1 eV
**Total energy**: -8370.0027 eV
**Total charge**: 0
**Energy relative to the best compared isomer or geometry (same formula, charge and spin)**: 316.4 kJ/mol
**Orbital gap**: 10.05 eV



# 3
A molecular structure, C20H12F6N6O4S5SbSn. Source: the OMol25 dataset; level of theory: ωB97M-V/def2-TZVPD.

Last column: natural (NBO) charge in e.
Element x y z (Å)
S 2.418 -1.342 0.076  2.29
N -1.904 0.666 -2.112  -0.51
H -4.243 -3.521 -3.790  0.22
C -0.341 -0.782 5.235  -0.27
C -1.151 -1.772 2.802  0.39
N -1.016 2.374 -0.721  -0.58
C -0.525 3.614 -0.601  0.07
H -3.333 -1.201 -3.629  0.23
C -2.520 -2.403 -0.570  -0.10
C -0.470 0.007 4.116  0.06
H 0.096 5.433 -1.525  0.23
S 5.531 3.997 2.559  -0.18
F 2.360 -2.353 -2.326  -0.30
S 1.936 4.636 1.885  -0.68
C 4.095 1.702 -2.015  0.75
H -0.514 -2.805 5.956  0.22
H -0.012 -0.350 6.166  0.23
N -1.487 -0.406 0.071  -0.87
C -3.010 -3.695 -0.631  -0.16
C 1.517 -1.832 -1.451  0.73
H -0.429 4.564 -3.825  0.22
H -0.231 1.066 4.143  0.22
C -0.310 4.445 -1.677  -0.26
C -3.753 -3.190 -2.884  -0.20
H -4.027 -5.079 -1.907  0.22
C -0.604 3.956 -2.948  -0.14
C -0.617 -2.142 5.107  -0.14
O 1.918 1.703 -0.499  -0.93
S 3.271 1.219 -0.435  2.27
C -1.973 -0.270 -1.243  0.47
O 3.021 -2.539 0.546  -0.87
F 3.559 1.028 -3.024  -0.30
C -1.120 2.686 -3.078  -0.24
C -3.254 -1.898 -2.808  -0.19
H -1.380 2.261 -4.035  0.23
H -1.271 -3.680 3.743  0.24
N -1.638 -2.310 1.629  -0.52
S 2.934 1.300 3.705  -0.67
C -1.326 1.913 -1.931  0.37
H -2.905 -4.368 0.208  0.23
N 3.470 -0.318 -0.474  -1.22
C -1.816 -1.697 0.518  0.50
O 4.116 1.835 0.600  -0.97
Sn -0.285 0.998 1.172  1.47
N -0.860 -0.475 2.927  -0.60
C -2.638 -1.533 -1.624  -0.01
O 1.436 -0.685 0.931  -1.01
Sb 3.389 3.081 2.494  1.45
C -1.028 -2.639 3.892  -0.23
C -3.632 -4.078 -1.811  -0.20
H -0.259 3.922 0.407  0.22
F 3.899 3.003 -2.208  -0.30
F 0.934 -0.774 -2.001  -0.31
F 0.589 -2.734 -1.135  -0.30
F 5.394 1.462 -1.969  -0.29

**HOMO (alpha / beta)**: -8.7 / -8.6 eV
**Total energy**: -120915.8350 eV
**Total charge**: 0
**⟨S²⟩**: 0.754
**Energy relative to the best compared isomer or geometry (same formula, charge and spin)**: 106.0 kJ/mol
**Orbital gap (alpha / beta)**: 7.63 / 5.57 eV
**2S+1**: 2



# 4
A molecular structure, C21H21AuN2OS in a non-equilibrium geometry. Source: the OMol25 dataset; level of theory: ωB97M-V/def2-TZVPD.

Last column: natural (NBO) charge in e.
Element x y z (Å)
H 1.725 -0.479 4.470  0.23
C -0.045 2.918 5.047  -0.21
C -1.622 -2.838 -2.352  0.22
C -0.162 -0.290 1.441  -0.43
C 0.913 2.462 5.949  -0.16
S 0.816 2.098 -1.320  1.20
C 2.447 3.539 0.339  -0.42
H 2.281 0.892 6.460  0.24
C 1.244 0.475 4.640  -0.18
H -3.680 -4.642 -0.354  0.25
C -0.364 2.160 3.940  -0.19
H 1.157 3.059 6.817  0.24
H 2.446 2.739 -2.983  0.26
H -0.542 3.862 5.219  0.23
H -3.064 -4.974 -4.580  0.25
C -3.441 -4.945 -2.477  -0.18
C -0.289 -1.980 -4.596  -0.25
C -2.292 -3.262 -1.197  0.04
Au -0.418 -1.021 -0.344  1.40
H 3.168 1.803 -1.642  0.25
H 2.049 4.664 -1.472  0.23
H -2.854 -2.028 0.347  0.44
C 1.139 2.747 0.377  -0.58
H -1.773 -3.186 0.797  0.44
H 1.169 1.878 1.030  0.28
C 2.474 2.604 -1.904  -0.55
H -4.136 -5.772 -2.499  0.26
H 0.281 3.363 0.639  0.25
C -0.040 -1.451 -3.326  0.12
N -0.694 -1.851 -2.251  -0.56
C 1.550 1.242 5.745  -0.20
C 0.292 0.936 3.715  -0.12
C -1.223 -2.974 -4.730  -0.05
C 2.727 3.880 -1.124  -0.42
H 0.708 -0.684 -3.174  0.24
H 0.258 -1.605 -5.449  0.26
H 2.372 4.445 0.937  0.25
N -2.029 -2.546 0.044  -0.74
H -1.442 -3.409 -5.697  0.25
C 0.033 0.230 2.517  0.02
H 3.261 2.933 0.737  0.23
C -1.906 -3.454 -3.590  -0.11
C -3.173 -4.310 -1.252  -0.15
H -1.115 2.488 3.234  0.22
H 3.749 4.231 -1.263  0.27
O 0.885 0.565 -1.237  -0.96
C -2.839 -4.513 -3.627  -0.11

**HOMO (alpha / beta)**: -13.6 / -13.6 eV
**Total energy**: -41654.9081 eV
**Total charge**: +2
**Energy relative to the best compared isomer or geometry (same formula, charge and spin)**: 106.9 kJ/mol
**Orbital gap (alpha / beta)**: 4.45 / 4.44 eV



# 5
A gas-phase ion, C4H8N (charge +1) in a non-equilibrium geometry. Source: the OMol25 dataset; level of theory: ωB97M-V/def2-TZVPD.

Last column: natural (NBO) charge in e.
Element x y z (Å)
H 0.520 0.380 -1.873  0.47
H 0.279 2.669 -1.121  0.24
N 0.374 0.639 -0.877  -0.46
C -0.199 1.784 -0.743  0.15
H -1.261 1.736 -0.231  0.24
H -0.352 0.834 1.902  0.26
H 0.989 -0.310 1.901  0.26
C 0.133 -0.477 0.025  0.11
H 0.124 -2.601 -0.061  0.25
H -0.700 -1.075 1.965  0.27
H -0.112 -1.781 -1.777  0.24
C 0.205 -1.631 -0.619  -0.34
C 0.000 -0.168 1.507  -0.69

**HOMO**: -14.6 eV
**Total energy**: -5757.4122 eV
**Total charge**: +1
**SMILES**: C=[NH+]C(=C)C
**Energy relative to the best compared isomer or geometry (same formula, charge and spin)**: 236.6 kJ/mol
**Orbital gap**: 8.15 eV



# 6
2 unconnected molecules or ions with the total composition C3H2NOS2 in a non-equilibrium geometry. Source: the OMol25 dataset; level of theory: ωB97M-V/def2-TZVPD.

Last column: natural (NBO) charge in e.
Element x y z (Å)
S -0.999 1.134 0.972  0.31
C -1.714 0.502 -0.486  -0.14
O 1.908 0.029 1.836  -0.80
C 0.280 -0.472 -0.666  -0.15
H 2.381 -0.560 1.246  0.46
S 1.421 -1.464 -1.389  -0.45
C 0.414 0.320 0.450  -0.01
N -0.971 -0.253 -1.202  -0.43
H -2.720 0.763 -0.761  0.19

**HOMO**: -3.1 eV
**Total energy**: -28349.5522 eV
**Total charge**: -1
**Energy relative to the best compared isomer or geometry (same formula, charge and spin)**: 414.3 kJ/mol
**Orbital gap**: 6.18 eV



# 7
2 unconnected molecules or ions with the total composition C7H11N3 in a non-equilibrium geometry. Source: the OMol25 dataset; level of theory: ωB97M-V/def2-TZVPD.

Last column: natural (NBO) charge in e.
Element x y z (Å)
H 1.248 -2.340 -1.435  0.23
N 0.745 0.761 -0.902  -0.30
H -0.246 1.011 2.041  0.19
N 3.113 0.363 -1.460  -0.35
C -2.425 1.113 1.327  -0.51
C 0.794 -1.818 0.705  -0.45
C 2.000 0.466 -1.185  0.39
C 0.534 -2.373 -0.671  -0.42
H -0.655 2.218 -1.385  0.23
H 0.356 -2.546 1.335  0.23
H -3.080 1.398 2.065  0.20
H 1.156 2.773 -1.278  0.21
C -0.310 -1.211 -0.097  -0.10
N -0.387 0.050 -0.652  -0.15
H 1.757 -1.423 0.807  0.24
H 0.240 2.504 0.227  0.22
H -1.406 -1.539 0.313  0.24
H 0.173 -3.488 -0.774  0.21
H -2.853 0.893 0.360  0.21
C -1.150 1.003 1.484  -0.11
C 0.395 2.187 -0.824  -0.39

**HOMO (alpha / beta)**: -7.2 / -9.7 eV
**Total energy**: -11898.8096 eV
**Total charge**: 0
**⟨S²⟩**: 2.019
**Energy relative to the best compared isomer or geometry (same formula, charge and spin)**: 293.1 kJ/mol
**Orbital gap (alpha / beta)**: 8.17 / 8.79 eV
**2S+1**: 3



# 8
A molecular structure, C4H9NO2 in a non-equilibrium geometry. Source: the OMol25 dataset; level of theory: ωB97M-V/def2-TZVPD.

Last column: natural (NBO) charge in e.
Element x y z (Å)
C -0.640 -0.351 0.178  -0.09
O 0.096 1.434 1.713  -0.75
O 0.334 2.443 -0.429  -0.60
C 0.446 0.263 1.123  -0.01
H -0.216 -0.313 -1.871  0.39
H 0.063 2.134 0.795  0.48
H 1.157 1.426 -1.925  0.15
H -1.637 -0.116 0.558  0.21
H 1.255 0.487 0.285  0.11
H 0.558 -2.102 -0.300  0.21
N -0.407 0.330 -1.111  -0.61
H -1.159 -2.266 -0.739  0.21
H -0.662 -2.363 0.958  0.23
C 0.462 1.394 -1.088  0.52
C -0.468 -1.856 0.007  -0.63
H 0.884 -0.481 1.813  0.18

**HOMO**: -9.4 eV
**Total energy**: -9877.5063 eV
**Total charge**: 0
**Energy relative to the best compared isomer or geometry (same formula, charge and spin)**: 246.5 kJ/mol
**Orbital gap**: 10.06 eV